# 1
A molecular structure, C4H6FO4Y in a non-equilibrium geometry. Source: the OMol25 dataset; level of theory: ωB97M-V with the def2-TZVPD basis set.

Its total charge is +1. The calculation puts the strongest force on any atom at 0.0496 hartree/bohr. The spin multiplicity is 2. The calculation puts the orbital gap (spin up / spin down) at 6.70 / 9.58 eV. The value obtained for the energy relative to the best compared isomer or geometry (same formula, charge and spin) is 0.0 kcal per mole. Its expectation value of S² is 0.751.

```
16
Properties=species:S:1:pos:R:3:forces:R:3:nbo_charge:R:1
O 0.628629 -1.159650 0.964388 0.7 1.0 2.3 -0.973
C -0.198631 -1.944116 0.282908 -1.1 -1.3 -0.6 0.449
C -1.138570 -1.118563 -0.599394 0.3 -0.2 -0.6 -0.128
O -1.492304 0.050021 0.150812 0.2 0.6 0.6 -0.480
C -0.543371 0.962637 0.311060 -1.2 0.1 -1.4 1.073
O -0.044706 1.414564 -0.810639 -0.1 -1.0 0.4 -0.463
O -0.332076 1.466240 1.418794 0.8 -0.4 1.3 -0.787
C 1.268577 1.983735 -0.774190 0.6 0.7 0.2 -0.268
H -2.065655 -1.646748 -0.839490 0.3 0.2 0.2 0.242
F -1.040496 -2.695381 1.173959 0.6 0.6 -0.1 -0.398
H 0.309992 -2.718508 -0.320399 -0.1 0.3 0.2 0.165
H -0.615200 -0.831225 -1.520375 -0.2 -0.1 0.2 0.211
H 1.530747 2.189207 -1.814845 -0.1 0.0 0.3 0.231
H 1.256338 2.906608 -0.183604 0.0 -0.2 -0.2 0.209
H 1.975354 1.274376 -0.328753 -0.2 0.0 -0.2 0.198
Y 0.501373 -0.133199 2.889767 -0.4 -0.3 -2.5 1.720
```
Positions in Å, forces in eV/Å.

---

# 2
A molecular structure, C4H6GaLiO in a non-equilibrium geometry. Source: the OMol25 dataset; level of theory: ωB97M-V with the def2-TZVPD basis set.

Its total charge is +3. The calculation puts the strongest force on any atom at 0.1209 hartree/bohr. The spin multiplicity is 2. The calculation puts the orbital gap (spin up / spin down) at 7.77 / 6.91 eV. Its expectation value of S² is 0.794.

```
13
Properties=species:S:1:pos:R:3:forces:R:3:mulliken_charge:R:1
C 2.089236 0.468370 0.910777 0.0 0.9 0.4 -0.639
C 0.991528 -0.308167 0.882359 -0.9 -0.1 0.5 -1.155
H 2.875787 0.318876 1.657176 0.0 0.0 -0.3 0.455
H 2.204611 1.313921 0.224660 0.1 -0.2 0.1 0.363
H 0.870576 -1.144722 1.577893 0.0 0.0 -0.3 0.578
H 0.207082 -0.150096 0.137843 0.2 -0.2 0.0 0.522
Li 2.640141 -1.333624 -0.656695 0.4 -0.5 -0.7 0.977
O -0.540437 0.577633 4.387897 -5.6 0.5 -0.3 -0.033
C -1.373613 0.819632 3.387480 2.4 -0.5 -1.1 0.223
C -1.123689 0.804967 2.082766 -3.3 0.7 1.7 -0.020
Ga 1.058069 0.427415 4.546056 6.0 -0.5 1.5 0.870
H -1.727782 0.992681 1.197753 1.0 -0.2 -1.0 0.462
H -2.407897 1.062471 3.696676 -0.3 0.1 -0.6 0.396
```
Positions in Å, forces in eV/Å.

---

# 3
A molecular structure, C4H6GaO3 in a non-equilibrium geometry. Source: the OMol25 dataset; level of theory: ωB97M-V with the def2-TZVPD basis set.

Its total charge is 0. The calculation puts the strongest force on any atom at 0.1585 hartree/bohr. The spin multiplicity is 2. The calculation puts the orbital gap (spin up / spin down) at 9.33 / 7.52 eV. Its expectation value of S² is 0.757.

```
14
Properties=species:S:1:pos:R:3:forces:R:3:nbo_charge:R:1
H 1.049577 -1.871952 -0.328216 0.0 0.2 -0.7 0.228
C 0.937681 -0.909409 -0.850897 0.8 0.2 -3.8 -0.194
C -0.380216 -0.432493 -1.081591 -4.2 3.0 6.3 -0.081
H 0.897870 -0.767287 -2.094759 2.8 -1.7 2.1 0.220
H -0.505075 0.475865 -1.683341 0.0 -0.5 0.0 0.190
O 1.949407 -0.088732 -0.180200 -2.7 -1.2 1.2 -0.406
O 2.009863 1.274519 -0.674800 -3.9 2.0 1.0 -0.662
Ga 3.467443 0.492935 -1.170659 5.8 -1.1 -2.6 0.752
C -1.404640 0.807036 1.093954 0.5 -0.7 0.6 0.148
C -1.304755 -0.316484 0.358648 2.0 -0.7 -2.2 -0.396
O -2.114615 0.927643 2.284395 1.0 0.0 -0.9 -0.675
H -0.670851 1.610822 0.979052 -1.0 0.4 -0.5 0.204
H -1.387942 -1.293814 0.857570 -1.0 0.3 -0.4 0.197
H -2.543745 0.091355 2.490846 -0.1 -0.1 -0.1 0.476
```
Positions in Å, forces in eV/Å.

---

# 4
A molecular structure, C4H6GaO3 in a non-equilibrium geometry. Source: the OMol25 dataset; level of theory: ωB97M-V with the def2-TZVPD basis set.

Its total charge is +3. The calculation puts the strongest force on any atom at 0.1847 hartree/bohr. The spin multiplicity is 1. The calculation puts the orbital gap at 4.41 eV. The value obtained for the energy relative to the best compared isomer or geometry (same formula, charge and spin) is 14.3 kcal per mole.

```
14
Properties=species:S:1:pos:R:3:forces:R:3:nbo_charge:R:1
C -3.251249 -0.140994 0.762387 -0.8 2.8 0.4 0.772
C -1.997297 -0.041708 1.001797 -2.0 -2.6 1.9 -0.573
O -4.459791 0.103072 0.848479 1.1 -0.5 -0.4 -0.466
H -1.947513 -1.015046 1.676353 1.3 1.4 -1.2 0.374
H -1.505813 0.932439 1.068452 -0.2 -0.7 0.1 0.314
H -4.923274 0.246571 -0.002930 -0.6 -0.6 -0.3 0.586
O 0.337248 0.105655 -0.168898 3.0 5.1 -2.4 -0.240
C 1.147978 0.937940 -0.519382 -4.0 -8.1 3.0 0.543
O 2.492275 0.565825 -0.607471 -0.1 2.0 -0.8 -0.581
Ga 2.286004 2.480640 -0.603389 1.4 3.1 -0.2 1.735
C 2.879813 -0.799046 -0.824280 0.6 -2.7 0.0 -0.295
H 2.669391 -1.378825 0.081474 0.1 0.2 -0.1 0.265
H 2.321782 -1.214644 -1.671113 0.1 0.3 0.0 0.269
H 3.950440 -0.781874 -1.041473 -0.1 0.2 0.0 0.297
```
Positions in Å, forces in eV/Å.

---

Among the records above, which one has the lowest strongest force on any atom? C4H6FO4Y